30
Properties=species:S:1:pos:R:3:forces:R:3:nbo_charge:R:1 method="wB97M-V/def2-TZVPD" lumo_energy_ev="-3.74 / -4.10" relative_energy_kj_mol=76.43 total_energy_ev=-29536.955 total_charge=+1
C 0.9090 1.7876 0.3518 1.46 -1.94 -0.93 -0.02
C 0.7938 -1.5178 -0.0619 3.91 2.64 -0.02 0.55
C 2.1171 2.1762 0.0979 3.51 0.87 -1.29 0.28
C 2.7481 -0.0410 -0.0132 1.47 1.22 -0.37 0.39
C -1.3233 2.5678 -0.0621 0.34 0.11 3.08 0.33
C -0.4520 -3.3246 0.8264 0.68 -2.12 0.32 -0.59
C -0.6371 -2.7840 -1.5167 2.44 0.61 -2.52 -0.59
C -1.6008 -1.0948 0.1618 -0.30 -0.22 1.16 -0.61
C -0.4684 -2.1664 -0.1242 -2.31 -0.26 -0.17 -0.23
N 1.4321 -0.4499 0.0489 -3.14 -1.62 0.20 -0.47
N 3.1159 1.1827 -0.0329 -0.36 -1.82 0.08 -0.42
N 2.7564 3.4123 -0.1208 0.38 -1.28 -0.46 -0.80
N -2.5066 2.8000 0.5091 -0.52 0.05 -2.53 -0.73
N -0.1940 2.4105 0.6214 -4.91 1.81 2.06 -0.48
Cl 3.9632 -1.2502 -0.1341 -0.23 -0.11 0.03 0.08
H -1.2434 2.5995 -1.0507 0.11 -0.30 -4.18 0.20
H -0.3066 -2.9447 1.7750 0.61 0.80 2.35 0.21
H -1.4224 -3.8232 0.9596 0.22 -0.03 -0.81 0.24
H 0.4079 -4.0796 0.6748 -1.55 1.17 -0.18 0.24
H -0.4840 -1.9412 -2.2941 -1.11 -1.31 0.88 0.22
H 0.2888 -3.4404 -1.8152 -1.79 0.85 1.01 0.24
H -1.5618 -3.3883 -1.5969 0.51 0.68 -0.09 0.25
H -1.3680 -0.3004 -0.5229 -0.06 0.78 -0.08 0.20
H -2.6333 -1.3859 -0.0368 0.22 -0.69 -0.48 0.24
H -1.7255 -0.7253 1.2337 1.01 -0.41 -1.22 0.22
H 3.5668 3.4066 -0.8008 -1.53 -0.13 1.39 0.43
H 2.1974 4.2269 -0.0927 -0.40 0.77 -0.21 0.38
H -3.3780 2.7970 -0.0627 1.32 0.15 0.79 0.44
H -2.5910 2.7007 1.4696 -0.47 -0.13 1.98 0.40
H -0.4003 2.5898 1.6089 0.50 -0.12 0.20 0.39